(1)
11 unconnected molecules or ions with the total composition C66H165N11. Source: the Open Molecules 2025 dataset; level of theory: ωB97M-V/def2-TZVPD.

```
242
Properties=species:S:1:pos:R:3:forces:R:3
N -0.526608 -0.555329 0.084676 -1.1 -1.0 1.0
N 3.152122 0.807155 -2.867183 -0.6 0.1 0.3
N 4.575735 5.296950 0.444026 -0.5 -0.4 0.2
N 0.640839 -0.098104 5.015783 -0.9 0.3 -1.0
N -4.438908 -5.155074 1.349250 0.5 -0.1 -0.9
N 6.400991 0.069828 1.517188 -0.5 -0.3 1.2
N -0.238621 -6.802869 4.324146 0.4 -1.1 -0.5
N -1.511184 6.480285 -1.493018 -1.4 -0.6 0.3
N 1.310767 -0.151030 -7.378298 1.0 0.2 0.1
N -5.654195 -1.836596 -2.330829 0.8 0.4 0.6
N -3.968096 2.133553 1.687809 -0.8 0.4 1.1
C -4.942443 1.064165 1.450424 1.2 0.4 -0.7
C -3.817456 2.312509 3.140381 0.2 1.0 -0.4
C -1.607098 7.849195 -2.050067 0.2 -1.0 0.6
C 3.387858 -1.680643 -3.313464 -0.1 0.6 0.2
C -0.255475 -1.820876 -6.428801 -0.1 -0.8 -0.5
C -2.803170 2.095410 -0.528112 0.1 0.3 0.7
C 4.010531 7.627411 -0.248599 -0.4 -0.5 0.7
C -0.534957 -1.582102 -0.964422 -1.4 -0.5 -0.1
C -1.008366 7.916561 -3.426557 0.7 0.5 -0.1
C -7.892196 -1.362504 -1.059467 1.4 0.5 -0.7
C 3.183912 4.068598 2.237954 0.6 0.2 -1.3
C -5.167461 -5.439472 3.830871 0.0 -0.2 -1.5
C -4.243251 0.031436 -3.392311 0.6 -0.4 0.8
C -2.041988 -1.776263 1.699868 0.4 -0.6 -0.7
C 4.114663 -0.527453 2.481942 0.3 0.5 -0.5
C -2.228019 6.800574 0.971967 -0.4 -0.6 -0.4
C -0.090931 -0.500670 -7.121166 0.9 0.5 0.2
C 7.453057 -2.079495 2.271949 0.4 -0.5 0.1
C 0.910279 1.291498 1.002281 0.2 0.2 -0.5
C -0.166529 6.006908 -1.118588 -0.2 0.8 0.3
C 6.601341 4.191146 -0.278727 0.8 0.6 -0.6
C 7.172302 0.281608 0.302370 0.2 -0.1 0.9
C 1.687396 -2.394929 4.928778 -1.2 0.4 -0.3
C -0.408427 2.145206 4.950399 -0.3 -0.2 -0.3
C 8.433901 1.156654 0.519356 -0.9 0.2 0.0
C 3.256934 -0.250611 -3.890849 -0.5 -0.5 0.2
C -0.564199 0.661872 5.354827 0.6 1.2 -1.1
C 1.077694 2.085216 -3.523373 0.5 -0.1 0.1
C 1.852387 0.547418 5.472305 0.3 -1.5 1.0
C 0.846693 -7.058135 5.270962 -0.6 -0.6 0.3
C 1.520495 1.291916 -7.663832 0.2 -1.1 0.5
C -1.530574 -7.289295 4.813718 0.0 1.9 -0.1
C -0.232693 -5.458667 3.684770 0.2 -1.7 0.4
C -6.382683 1.495430 1.595750 0.0 -1.0 0.6
C -1.198399 -5.360031 2.498124 0.1 0.8 0.3
C 2.213069 -7.075738 4.663246 0.9 0.9 0.1
C 7.122309 -0.647368 2.562157 0.1 0.8 0.4
C 2.983560 1.730248 -7.549146 -0.1 0.1 -0.6
C -0.675266 -1.059566 -2.385765 0.8 0.4 0.2
C 4.003358 4.008682 0.902330 0.3 -0.5 0.8
C -4.732272 -4.445428 0.077460 0.4 0.9 0.5
C 5.047510 -0.511365 1.270184 1.0 1.5 -0.3
C -2.088572 -6.437828 5.951735 -0.1 -0.2 0.5
C 0.462887 -1.529495 5.341341 1.4 0.6 -0.3
C -2.710342 1.998183 1.004047 0.7 -0.7 -1.2
C -0.636922 -1.206060 1.436500 -1.0 0.0 -0.3
C 0.732674 0.104162 0.019235 0.9 0.8 0.7
C -3.667817 -4.654954 -1.020534 0.0 -0.5 0.3
C -5.177992 -4.614723 2.490561 0.7 -0.3 1.0
C 1.599171 -1.011131 -9.738453 -0.3 -0.2 0.5
C -6.374582 -0.997928 -1.354978 -1.3 -0.9 0.0
C -0.014207 4.530631 -0.755976 -0.2 0.3 -0.4
C 3.484062 6.226819 0.185763 0.9 0.9 -0.6
C -5.713975 -7.082480 0.492008 0.0 -1.0 0.3
C 2.633493 2.096774 -3.386045 -1.0 -0.7 -0.6
C 1.981792 0.466988 7.012087 0.9 0.7 -0.3
C -5.703019 -3.108410 -4.478754 -0.1 0.0 0.2
C -2.533952 6.247486 -0.451103 0.1 0.7 0.3
C -4.272351 -1.268822 -2.500527 -1.1 0.5 -1.6
C 4.387068 1.018147 -2.141230 1.0 0.1 -0.6
C -3.265194 3.687771 3.471038 -0.2 0.1 0.0
C 5.496955 5.139851 -0.710980 -0.6 -0.3 1.2
C 2.058066 -1.071437 -8.270536 -0.9 0.3 -0.5
C -6.371899 -2.062355 -3.586403 0.5 -0.1 0.2
C 5.497888 1.565698 -3.063322 0.3 0.4 -0.2
C -4.402018 -6.604686 1.144898 -1.1 0.7 0.1
H 6.495370 0.793205 -0.381831 0.2 0.0 -0.2
H 0.908781 1.054846 2.066278 -0.1 -0.5 -0.1
H -4.798354 2.347280 3.614438 -0.2 -0.5 -0.2
H 5.321913 2.566258 -3.458292 -0.3 0.2 0.3
H 2.596947 -2.115834 5.460679 -0.1 -0.3 0.0
H -6.342548 0.052231 -1.645230 -0.1 0.3 0.0
H 1.816127 -2.291501 3.851362 0.3 0.3 -0.1
H 4.082826 -0.093132 -4.584531 0.1 0.2 -0.2
H 1.978396 -2.087531 -7.884121 -0.3 0.0 0.0
H 3.654631 1.314398 -8.300685 -0.2 -0.3 -0.2
H 2.681817 -1.800780 -2.491769 0.1 0.1 0.3
H -3.619491 -2.002284 -2.973715 -0.1 -0.2 0.0
H -2.239630 3.886692 3.159993 0.0 -0.1 -0.1
H 6.548805 -2.676195 2.152064 0.1 -0.2 -0.3
H -0.563780 4.245392 0.141078 -0.6 0.0 -0.3
H -8.035595 -2.412278 -0.803527 0.1 0.1 0.2
H -2.170811 -4.953572 2.776138 -0.1 -0.3 0.0
H 1.210972 0.960240 7.604225 -0.1 0.2 -0.3
H 2.351899 -0.272482 -4.497918 -0.1 0.4 0.0
H -3.810990 -4.138489 -1.969676 -0.6 0.3 0.3
H 0.684396 2.070919 -2.506894 -0.1 -0.1 0.0
H -2.125449 -2.786297 1.298657 -0.2 0.0 -0.3
H 1.072089 1.569127 -8.617871 0.2 0.2 -0.4
H 0.931594 0.345914 -1.024839 0.1 0.6 0.2
H 0.167285 6.580235 -0.253741 0.4 0.4 0.2
H -2.757623 -1.119957 1.204660 -0.2 -0.1 0.2
H -3.525286 -6.878465 0.557965 -0.1 0.1 -0.3
H 4.202494 1.661037 -1.280583 -0.1 0.3 -0.1
H 0.311025 -1.887608 -5.499971 -0.2 0.1 0.1
H -1.973181 2.746615 1.294831 -0.3 0.2 0.5
H -5.566149 -4.037178 -3.924898 0.0 -0.1 -0.1
H 0.621116 1.245502 -4.047313 0.4 -0.2 -0.1
H -0.039118 2.246323 3.929867 0.4 -0.2 0.0
H 8.169018 2.010354 1.143152 -0.3 0.2 -0.1
H -6.326761 -3.289081 -5.354196 -0.1 -0.1 0.0
H 7.427734 -0.700242 -0.096156 0.3 -0.1 -0.7
H 4.789758 3.275358 1.080977 0.3 0.3 0.0
H 1.000664 4.267427 -0.457870 0.3 0.4 -0.4
H -8.531525 -1.130059 -1.911135 0.0 0.0 0.0
H -3.126692 6.680530 1.577013 -0.1 -0.2 0.1
H -1.399762 -6.343289 6.791201 0.0 -0.3 0.1
H 3.124505 -0.847062 2.157100 0.0 -0.4 0.2
H 3.409127 3.522753 0.128470 -0.5 0.1 -0.5
H -3.231172 1.546705 3.648241 0.2 -0.6 -0.2
H 6.540118 -0.554786 3.478992 -0.1 -0.1 0.0
H 6.493456 1.614497 -2.622240 0.0 -0.2 0.3
H -1.364565 2.666596 4.905109 -0.1 -0.2 0.5
H 2.697442 0.013091 5.038156 0.1 -0.4 0.1
H -4.730601 -2.802299 -4.864518 0.1 0.2 0.1
H -0.456585 -0.532916 2.274635 0.4 0.5 -0.5
H 5.595082 0.980358 -3.977668 0.0 -0.3 0.2
H -3.282290 1.200188 -0.924491 -0.3 0.4 -0.3
H 0.320566 -0.748019 -2.700998 -0.1 0.3 -0.5
H -2.994165 -6.945591 6.283678 -0.2 0.3 0.3
H -4.684715 -3.672469 2.729212 0.0 0.3 0.0
H -2.667575 -4.383745 -0.682791 0.0 0.0 0.3
H -1.806925 2.135693 -0.968536 0.1 -0.1 0.1
H -6.702467 2.143052 0.779404 0.0 0.0 0.2
H 5.897984 6.114677 -0.988445 0.1 -0.1 0.3
H -5.759084 -6.347030 3.710815 -0.5 0.1 0.1
H -0.809955 0.709567 6.415687 -0.2 -0.7 0.4
H -8.194287 -0.701432 -0.247174 -0.1 -0.2 0.1
H 2.815745 5.869080 -0.597484 -0.3 -0.3 -0.3
H 2.795728 2.961632 -2.742779 0.6 -0.4 0.6
H -1.392940 -2.248295 -0.874110 -0.2 0.1 0.7
H -0.266654 3.968401 -1.655016 -0.3 -0.5 0.4
H 2.466646 -6.040660 4.434257 0.3 -0.1 -0.8
H 0.171119 2.082626 0.876295 -0.2 -0.1 -0.3
H -1.321565 -2.011096 -6.304871 0.0 0.1 0.5
H -3.276728 3.049776 -0.758431 -0.4 -0.3 -0.4
H -1.370410 -0.220511 -2.414993 0.1 0.0 0.0
H 8.048523 -0.120957 2.792621 0.1 0.2 -0.1
H -5.750801 -8.170807 0.539791 0.0 -0.2 -0.3
H -1.520450 -8.330936 5.134616 0.4 0.0 -0.3
H 0.488504 6.241143 -1.957737 0.1 0.0 0.1
H -1.382775 0.257377 4.759498 -0.2 -0.3 0.3
H -1.365383 7.180291 -4.146654 -0.4 0.0 0.3
H -0.788219 -4.625131 1.805467 0.0 0.0 -0.1
H -7.375238 -2.386919 -3.310589 0.0 -0.1 -0.1
H 1.697914 -0.002544 -10.139822 0.4 -0.1 -0.1
H -3.619353 -5.707078 -1.301206 0.0 -0.2 0.1
H -2.291514 -1.909117 2.752575 0.2 0.4 0.1
H 0.538823 -1.237025 -9.851327 0.0 -0.3 0.0
H 0.775932 -5.291073 3.307023 0.1 -0.1 0.1
H 2.186590 -1.742954 -10.292957 -0.1 0.2 -0.3
H 6.303376 3.144000 -0.225812 0.1 0.2 0.0
H 4.654072 7.973752 0.560103 0.0 0.3 -0.1
H -3.459729 6.750650 -0.730139 0.1 0.1 -0.5
H 3.137128 -0.927181 -8.324535 0.0 0.7 0.7
H 2.040749 -0.550228 7.399240 0.1 -0.1 -0.3
H 0.778446 -6.394707 6.133112 0.3 0.5 0.2
H -6.473304 -1.159534 -4.188669 -0.2 0.5 0.0
H 0.270076 -1.600475 6.411798 -0.2 -0.5 0.3
H 2.317378 -7.785282 3.842412 -0.3 0.4 -0.3
H 3.009848 2.804325 -7.732899 0.1 0.1 0.3
H -3.208602 0.373550 -3.416176 0.1 0.1 0.0
H 4.769692 0.095005 -1.705887 -0.3 -0.3 -0.1
H 0.325946 -2.247767 -0.902375 0.5 -0.1 0.2
H -3.323282 3.835981 4.549347 0.0 0.2 0.0
H -1.438034 6.231895 1.462492 0.2 0.3 0.1
H -2.633134 8.215758 -2.081668 -0.3 -0.7 0.0
H 3.172714 8.309826 -0.391703 0.0 0.1 0.2
H 5.108166 -1.448677 0.717139 -0.1 -0.4 0.1
H -2.045520 7.875146 0.981872 0.4 -0.1 -0.2
H 1.425337 -3.448018 5.030890 0.2 0.0 0.5
H 3.003901 -7.361075 5.356979 -0.3 -0.1 0.5
H 4.570837 7.659345 -1.183014 0.0 -0.3 0.1
H 0.962371 1.869097 -6.926634 -0.1 -0.2 0.2
H -1.183595 8.917285 -3.821477 0.1 0.0 -0.2
H -3.947365 4.371886 2.966331 0.2 0.4 0.1
H -3.799283 -1.041420 -1.545223 -0.4 0.0 0.3
H 0.129788 -1.978985 1.489832 0.2 -0.4 0.2
H 0.053462 -2.635350 -7.083998 0.3 -0.1 0.0
H -0.404741 -1.880731 4.782818 -0.1 0.0 0.1
H 3.198485 2.338184 -4.286374 -0.4 0.2 -0.6
H -5.741749 -4.614494 -0.297328 -0.2 -0.6 -0.2
H -4.662431 0.217430 2.077110 -0.3 -0.4 0.4
H 3.074011 3.092470 2.710385 0.2 -0.2 -0.2
H 0.068274 7.763564 -3.352112 0.1 0.2 -0.2
H -6.214602 -4.343545 2.290541 -0.4 -0.2 -0.3
H -4.215474 -7.087474 2.104174 -0.3 0.0 0.1
H 4.405126 -1.883606 -2.978678 -0.1 -0.1 0.2
H -5.870843 -1.097716 -0.393525 0.3 0.0 0.0
H 2.934268 0.952719 7.224116 0.1 0.0 0.5
H 8.117881 -2.137741 1.410126 -0.3 -0.2 -0.3
H 4.485831 -1.089660 3.338839 -0.2 -0.3 -0.2
H -6.615147 1.884894 2.586899 0.2 0.6 -0.1
H -4.792482 0.702757 0.433067 -0.1 0.0 -0.1
H -1.334135 -6.281826 1.932465 0.1 -0.1 0.3
H -2.840821 5.202004 -0.421136 0.5 -0.2 0.2
H -6.624469 -6.769358 1.002934 0.2 0.3 0.5
H 2.172559 4.408137 2.014380 0.0 0.4 0.4
H 0.753768 -8.042941 5.728799 -0.8 -0.3 -0.2
H 2.049720 1.537633 5.061672 -0.8 0.2 0.2
H -2.252650 -7.147009 4.009688 0.0 -0.5 -0.3
H -6.945870 0.562628 1.624056 -0.4 0.0 -0.5
H 0.676895 2.981976 -3.995890 0.3 0.2 -0.1
H -2.241374 1.026165 1.156837 0.2 -0.3 0.6
H -5.561688 -4.803431 4.623423 0.0 -0.2 0.0
H 8.042648 -2.520814 3.075515 -0.1 0.0 0.2
H -2.329818 -5.411981 5.673254 -0.1 -0.1 -0.3
H 3.098906 -2.448859 -4.030713 0.2 0.2 -0.3
H 3.445040 1.500216 -6.588822 -0.3 0.0 0.1
H -4.534431 -0.069261 -4.437858 -0.2 -0.4 0.1
H 9.280487 0.727794 1.055511 0.0 -0.5 -0.5
H -1.020331 -1.838196 -3.066025 0.0 -0.1 0.1
H 3.981724 0.506340 2.800843 0.1 0.1 0.2
H -1.153534 8.556976 -1.356225 0.6 0.4 0.0
H 0.253021 2.674291 5.636446 0.0 0.1 -0.1
H -5.884258 -6.759264 -0.534944 0.5 -0.1 -0.1
H -0.383860 -4.722357 4.474139 -0.4 0.6 -0.1
H 8.704075 1.550577 -0.460407 0.5 -0.1 0.1
H 2.906602 6.306385 1.106794 0.0 0.2 -0.1
H 7.013916 4.552091 0.663393 -0.3 -0.3 0.3
H 4.683307 0.247411 0.577568 -0.7 -0.3 -0.2
H 1.876961 1.771671 0.850392 0.2 -0.1 -0.3
H -4.814296 0.840642 -2.937128 -0.1 0.0 -0.1
H -4.821977 -3.389245 0.331463 0.5 0.3 0.0
H -0.712208 -0.500745 -8.016774 -0.2 0.2 -0.3
H 3.768453 4.696945 2.909952 -0.5 0.3 0.2
H 7.464736 4.288547 -0.936891 -0.1 -0.3 -0.4
H 4.941342 4.806397 -1.587461 -0.1 -0.4 -0.4
H 1.472843 -0.656664 0.266989 0.8 -0.1 0.1
H -4.198401 -5.851198 4.112858 0.3 0.6 0.0
H -0.450472 0.261780 -6.430167 -0.2 0.2 -0.2
```
Positions in Å, forces in eV/Å.

Properties
Frontier orbital gap ... 8.63 eV
LUMO level ... 0.7 eV
Highest occupied orbital energy ... -7.94 eV
SMILES ... CCN(CC)CC.CCN(CC)CC.CCN(CC)CC.CCN(CC)CC.CCN(CC)CC.CCN(CC)CC.CCN(CC)CC.CCN(CC)CC.CCN(CC)CC.CCN(CC)CC.CCN(CC)CC

***

(2)
A gas-phase ion, C7H12N3 (charge +1). Source: the Open Molecules 2025 dataset; level of theory: ωB97M-V/def2-TZVPD.

```
22
Properties=species:S:1:pos:R:3:forces:R:3
N 0.448939 -2.116613 -0.021914 -0.8 0.3 0.6
N -1.388816 -0.038385 -0.327052 1.5 0.2 -0.5
N 1.890354 1.814589 0.033209 -1.6 0.2 -0.1
C -2.643726 0.726381 -0.460224 0.1 0.3 -0.4
C 0.027909 0.399922 -0.532841 2.3 -2.5 0.6
C -2.168134 0.338869 0.840182 -2.3 -3.0 2.6
C 0.624482 1.703123 -0.098474 -0.2 1.5 0.8
C 0.977606 -0.853982 0.359948 -3.1 2.4 -0.3
C 2.367036 -0.526496 0.117668 -0.9 1.9 -0.5
C 2.731272 0.729606 -0.150843 -1.5 -1.0 -0.2
H 0.376742 0.194724 -1.596073 -0.9 0.2 1.1
H -2.484554 1.702997 -0.770177 0.4 1.7 -0.6
H 0.450163 -2.703276 0.794889 -0.1 -0.6 -0.1
H 0.066170 2.658876 0.132982 0.2 -1.3 -0.4
H 0.901488 -2.562282 -0.773917 0.7 -0.6 -1.0
H 0.756357 -0.823643 1.432959 -0.3 0.8 0.0
H 3.572664 1.015771 -0.662027 2.6 0.3 -0.3
H -2.835024 -0.626423 1.216572 2.2 2.7 -0.4
H 2.961028 -1.331665 0.296224 2.4 -1.9 -0.1
H -3.524672 0.293590 -0.864827 -0.3 -0.8 -0.5
H -1.354168 -1.036819 -0.540203 -0.3 -0.3 0.1
H -1.753118 1.041145 1.573939 -0.1 -0.5 -0.4
```
Positions in Å, forces in eV/Å.

Properties
Frontier orbital gap ... 9.20 eV
Total charge ... +1
LUMO level ... -3.3 eV
Highest occupied orbital energy ... -12.51 eV
SMILES ... N[C@H]1C=CN=C[C@@H]1[NH+]1CC1

***

(3)
2 unconnected molecules or ions with the total composition H2Se. Source: the Open Molecules 2025 dataset; level of theory: ωB97M-V/def2-TZVPD.

```
3
Properties=species:S:1:pos:R:3:forces:R:3
Se -0.801894 0.423000 -0.003696 3.5 -1.5 0.1
H 1.455141 0.719893 0.232115 -3.4 -0.5 -0.4
H -0.653247 -1.142894 -0.228419 -0.1 2.0 0.3
```
Positions in Å, forces in eV/Å.

Properties
Frontier orbital gap (alpha / beta) ... 7.77 / 7.58 eV
LUMO level (alpha / beta) ... -1.7 / -1.8 eV
Highest occupied orbital energy (alpha / beta) ... -9.45 / -9.40 eV

***

In order of appearance, ΔE to the lowest compared entry with this formula, charge and spin = 239.5 488.9 258.9 kJ/mol.